Entry 1:
The following is a DFT calculation (ωB97M-V/def2-TZVPD) of a cluster of 5 separate species, C38H31N5O8S2 in total at a distorted geometry.

Element x y z (Å)
C1 3.761 0.575 4.225
C2 2.701 0.372 3.679
C3 1.286 0.068 3.102
C4 0.850 1.362 2.245
N1 1.513 1.223 0.936
C5 1.397 2.700 2.891
N2 1.883 3.679 3.242
C6 -0.758 1.403 2.189
C7 -1.293 2.860 2.346
N3 -1.537 3.985 2.303
C8 -1.340 0.711 0.857
C9 -2.885 0.369 0.986
C10 -3.257 -0.754 -0.117
S1 -2.297 -0.528 -1.700
C11 -1.076 -1.870 -1.775
S2 -1.536 -3.401 -1.283
N4 0.273 -1.723 -2.264
C12 1.218 -0.691 -2.134
C13 2.451 -1.161 -2.835
N5 2.112 -2.435 -3.367
C14 0.825 -2.773 -3.031
H1 4.706 0.479 4.814
H2 1.417 -0.844 2.443
H3 0.532 -0.180 3.897
H4 1.086 1.825 0.220
H5 1.374 0.255 0.629
H6 -1.197 0.799 3.044
H7 -1.153 1.448 0.021
H8 -0.740 -0.239 0.721
H9 -3.046 -0.042 2.030
H10 -3.544 1.262 0.815
H11 -4.367 -0.758 -0.290
H12 -3.012 -1.746 0.382
H13 1.028 0.269 -1.602
H14 3.406 -0.585 -2.908
H15 0.343 -3.727 -3.349
O1 3.929 -5.424 -7.281
C15 4.436 -5.400 -6.176
C16 3.973 -4.452 -5.139
C17 4.531 -4.425 -3.929
C18 5.635 -5.344 -3.571
O2 6.142 -5.321 -2.467
C19 6.098 -6.293 -4.609
C20 5.540 -6.319 -5.818
H16 3.165 -3.787 -5.416
H17 4.205 -3.739 -3.159
H18 6.906 -6.957 -4.331
H19 5.865 -7.006 -6.590
O3 4.014 0.922 -4.686
C21 3.251 1.176 -5.598
C22 2.710 0.106 -6.465
C23 1.875 0.384 -7.465
C24 1.452 1.774 -7.750
O4 0.689 2.027 -8.660
C25 1.993 2.844 -6.881
C26 2.828 2.565 -5.881
H20 3.029 -0.905 -6.243
H21 1.470 -0.385 -8.111
H22 1.674 3.855 -7.103
H23 3.234 3.334 -5.236
O5 1.337 7.628 6.821
C27 0.458 6.791 6.760
C28 0.166 6.072 5.500
C29 -0.799 5.156 5.435
C30 -1.618 4.817 6.619
O6 -2.498 3.978 6.560
C31 -1.327 5.535 7.880
C32 -0.362 6.451 7.945
H24 0.776 6.330 4.643
H25 -1.026 4.621 4.522
H26 -1.937 5.276 8.737
H27 -0.134 6.986 8.859
O7 -7.961 -3.779 4.818
C33 -7.474 -3.005 4.021
C34 -6.676 -1.840 4.468
C35 -6.144 -0.990 3.591
C36 -6.327 -1.173 2.135
O8 -5.839 -0.396 1.335
C37 -7.124 -2.336 1.687
C38 -7.656 -3.187 2.563
H28 -6.552 -1.722 5.537
H29 -5.559 -0.133 3.900
H30 -7.248 -2.454 0.617
H31 -8.242 -4.044 2.253

Properties
structure (SMILES): C#CC[C@](N)(C#N)[C@@H](C#N)CCCSC(=S)n1ccnc1.O=C1C=CC(=O)C=C1.O=C1C=CC(=O)C=C1.O=C1C=CC(=O)C=C1.O=C1C=CC(=O)C=C1
frontier orbital gap: 7.17 eV
electronic energy: -85399.1997 eV
max |F|: 5.4 eV/A
HOMO level: -9.265 eV

Entry 2:
The following is a DFT calculation (ωB97M-V/def2-TZVPD) of a structure of composition C38H32BaCl3GeN3O2S6 at a distorted geometry.

Element x y z (Å)
Ba1 0.119 0.487 -0.481
C1 -4.099 2.138 1.715
C2 -2.818 1.994 1.157
N1 -2.245 0.828 0.997
C3 -2.868 -0.321 1.406
C4 -4.139 -0.254 2.021
C5 -4.743 1.018 2.136
C6 -4.753 -1.404 2.569
C7 -4.064 -2.578 2.541
C8 -2.816 -2.677 1.900
C9 -2.208 -1.617 1.241
N2 -1.003 -1.692 0.581
C10 -0.415 -2.852 0.164
C11 -1.079 -4.037 -0.140
C12 -0.417 -5.220 -0.510
C13 0.944 -5.285 -0.578
C14 1.682 -4.100 -0.355
C15 3.090 -4.081 -0.443
C16 3.784 -2.920 -0.296
C17 3.054 -1.735 -0.102
N3 1.753 -1.728 0.027
C18 1.029 -2.879 -0.058
H1 -4.540 3.117 1.804
H2 -2.252 2.857 0.835
H3 -5.724 1.080 2.586
H4 -5.717 -1.319 3.035
H5 -4.476 -3.461 3.013
H6 -2.304 -3.627 1.929
H7 -2.159 -4.043 -0.106
H8 -1.011 -6.100 -0.724
H9 1.461 -6.198 -0.818
H10 3.604 -5.011 -0.631
H11 4.858 -2.892 -0.350
H12 3.550 -0.781 -0.013
S1 2.080 5.497 5.787
C19 1.899 4.595 4.425
S2 1.051 5.140 3.027
C20 1.198 3.706 2.036
C21 1.894 2.631 2.655
S3 2.253 1.111 2.034
S4 2.449 2.970 4.278
S5 0.547 3.795 0.487
Cl1 -4.237 1.861 -2.492
Ge1 -2.042 1.459 -2.788
Cl2 -2.183 0.635 -4.917
Cl3 -1.346 3.597 -3.226
O1 1.775 1.561 -2.132
S6 2.876 2.528 -1.728
C22 2.413 4.054 -2.575
C23 3.170 5.293 -2.191
C24 3.671 5.493 -0.916
C25 4.354 6.656 -0.611
C26 4.532 7.640 -1.571
C27 4.014 7.452 -2.841
C28 3.340 6.284 -3.146
C29 4.305 2.033 -2.722
C30 5.483 2.921 -2.435
C31 5.859 3.917 -3.320
C32 6.874 4.798 -2.996
C33 7.526 4.685 -1.781
C34 7.162 3.685 -0.894
C35 6.145 2.809 -1.221
H13 1.351 4.138 -2.317
H14 2.470 3.849 -3.643
H15 3.517 4.750 -0.151
H16 4.739 6.796 0.388
H17 5.061 8.548 -1.328
H18 4.134 8.215 -3.594
H19 2.939 6.137 -4.136
H20 4.007 2.029 -3.768
H21 4.487 1.007 -2.400
H22 5.337 4.019 -4.255
H23 7.143 5.580 -3.684
H24 8.309 5.379 -1.522
H25 7.660 3.597 0.058
H26 5.842 2.052 -0.517
C36 -0.575 -2.857 -4.337
C37 0.206 -1.679 -3.840
C38 1.104 -0.954 -4.800
O2 0.092 -1.295 -2.695
H27 0.109 -3.628 -4.698
H28 -1.191 -2.539 -5.178
H29 -1.199 -3.251 -3.544
H30 1.477 -1.604 -5.586
H31 1.914 -0.484 -4.254
H32 0.504 -0.173 -5.251

Properties
frontier orbital gap (spin up / spin down): 6.19 / 4.79 eV
net charge: -1
electronic energy: -208289.4104 eV
max |F|: 1.1 eV/A
HOMO level (spin up / spin down): -4.312 / -4.314 eV
spin multiplicity: 2

Entry 3:
The following is a DFT calculation (ωB97M-V/def2-TZVPD) of a structure of composition C38H32Cl2N2NaO3P2S.

Element x y z (Å)
Na1 0.294 -0.847 -1.209
C1 2.535 -0.562 1.366
P1 0.753 -0.907 1.719
C2 0.257 0.472 2.815
C3 -1.101 0.776 2.877
C4 -1.570 1.781 3.713
C5 -0.679 2.505 4.489
C6 0.680 2.225 4.420
C7 1.145 1.218 3.587
C8 0.913 -2.293 2.914
C9 0.521 -2.230 4.248
C10 0.628 -3.344 5.072
C11 1.130 -4.537 4.576
C12 1.524 -4.611 3.246
C13 1.413 -3.503 2.422
C14 2.652 0.657 0.502
C15 3.486 1.757 0.655
C16 3.192 2.619 -0.430
C17 2.205 1.980 -1.164
C18 1.422 2.496 -2.331
P2 -0.373 2.441 -1.862
C19 -0.422 3.840 -0.675
C20 -0.971 5.090 -0.956
C21 -0.977 6.094 0.003
C22 -0.424 5.865 1.254
C23 0.124 4.623 1.546
C24 0.116 3.612 0.596
C25 -1.206 3.175 -3.325
C26 -2.599 3.098 -3.375
C27 -3.306 3.595 -4.459
C28 -2.627 4.162 -5.530
C29 -1.243 4.233 -5.501
C30 -0.539 3.748 -4.405
N1 1.859 0.791 -0.597
H1 2.899 -1.459 0.854
H2 3.113 -0.458 2.287
H3 -1.796 0.219 2.258
H4 -2.629 2.007 3.745
H5 -1.038 3.299 5.132
H6 1.383 2.800 5.012
H7 2.207 1.021 3.532
H8 0.126 -1.305 4.652
H9 0.314 -3.275 6.107
H10 1.209 -5.405 5.219
H11 1.908 -5.541 2.843
H12 1.708 -3.571 1.381
H13 4.214 1.908 1.440
H14 3.621 3.589 -0.638
H15 1.543 1.871 -3.223
H16 1.734 3.512 -2.580
H17 -1.397 5.287 -1.933
H18 -1.410 7.059 -0.233
H19 -0.422 6.650 2.001
H20 0.558 4.430 2.518
H21 0.541 2.645 0.842
H22 -3.130 2.631 -2.554
H23 -4.387 3.530 -4.474
H24 -3.175 4.541 -6.384
H25 -0.705 4.669 -6.334
H26 0.541 3.818 -4.398
Cl1 -0.493 -0.399 -4.109
C31 -2.124 -1.060 -3.832
Cl2 -2.857 -0.415 -2.361
H27 -2.040 -2.136 -3.728
H28 -2.738 -0.768 -4.676
O1 1.454 -2.993 -0.935
C32 0.388 -3.597 -1.087
N2 -0.770 -3.017 -1.450
S1 -1.987 -4.072 -1.533
O2 -2.458 -4.197 -2.896
O3 -2.990 -3.839 -0.528
C33 -1.032 -5.505 -1.091
C34 -1.410 -6.824 -0.942
C35 -0.428 -7.728 -0.555
C36 0.882 -7.309 -0.327
C37 1.241 -5.976 -0.482
C38 0.260 -5.081 -0.867
H29 -2.431 -7.139 -1.116
H30 -0.683 -8.772 -0.425
H31 1.626 -8.036 -0.025
H32 2.252 -5.630 -0.311

Properties
frontier orbital gap: 6.19 eV
net charge: -1
electronic energy: -107927.1145 eV
max |F|: 0.1 eV/A
HOMO level: -4.018 eV

Entry 4:
The following is a DFT calculation (ωB97M-V/def2-TZVPD) of a structure of composition C38H33BrIN8ORe at a distorted geometry.

Element x y z (Å)
Re1 0.355 -0.193 0.287
C1 0.764 -2.669 2.262
N1 0.444 -2.508 0.823
C2 -0.861 -3.117 0.526
C3 -1.878 -2.104 0.914
N2 -1.580 -0.814 1.056
C4 -2.755 -0.183 1.495
C5 -3.039 1.118 1.900
C6 -4.328 1.397 2.306
C7 -5.329 0.418 2.339
C8 -5.059 -0.883 1.968
C9 -3.761 -1.156 1.563
N3 -3.154 -2.350 1.198
C10 1.648 -1.564 2.713
N4 1.723 -0.412 2.071
C11 2.640 0.371 2.777
C12 3.173 1.633 2.525
C13 4.102 2.125 3.417
C14 4.507 1.392 4.541
C15 4.005 0.131 4.793
C16 3.077 -0.364 3.888
N5 2.423 -1.588 3.801
H1 -0.168 -2.622 2.833
H2 1.220 -3.641 2.463
H3 1.169 -2.963 0.269
H4 -0.922 -3.345 -0.539
H5 -1.015 -4.047 1.080
H6 -2.282 1.887 1.912
H7 -4.579 2.400 2.623
H8 -6.318 0.681 2.686
H9 -5.811 -1.659 2.017
H10 -3.612 -3.250 1.177
H11 2.904 2.191 1.638
H12 4.537 3.100 3.245
H13 5.244 1.814 5.209
H14 4.327 -0.440 5.654
H15 2.525 -2.357 4.447
O1 3.960 1.533 -4.997
C17 3.253 1.323 -3.910
C18 1.891 1.623 -3.758
C19 1.273 1.321 -2.573
N6 1.892 0.768 -1.509
C20 3.200 0.512 -1.662
Br1 4.121 -0.244 -0.192
C21 3.907 0.749 -2.813
H16 3.473 1.944 -5.724
H17 1.319 2.068 -4.562
H18 0.213 1.519 -2.459
H19 4.954 0.497 -2.899
I1 0.298 4.871 3.839
C22 0.427 3.665 2.149
C23 0.837 4.032 0.878
N7 0.792 2.936 0.110
N8 0.367 1.868 0.808
C24 0.142 2.305 2.057
H20 1.145 4.992 0.496
H21 1.051 2.849 -0.859
H22 -0.199 1.654 2.845
C25 -4.412 2.707 -2.165
C26 -3.216 2.862 -1.475
C27 -2.270 1.857 -1.487
C28 -2.487 0.670 -2.198
C29 -3.700 0.538 -2.901
C30 -4.656 1.533 -2.868
C31 -1.536 -0.410 -2.317
C32 -0.468 -0.855 -1.579
C33 0.220 -2.054 -2.131
C34 -0.464 -3.007 -2.909
C35 0.177 -4.121 -3.421
C36 1.528 -4.333 -3.180
C37 2.219 -3.437 -2.377
C38 1.571 -2.329 -1.856
H23 -5.146 3.502 -2.163
H24 -3.023 3.783 -0.940
H25 -1.328 1.989 -0.976
H26 -3.889 -0.370 -3.461
H27 -5.584 1.408 -3.409
H28 -1.729 -0.978 -3.223
H29 -1.524 -2.897 -3.097
H30 -0.377 -4.832 -4.018
H31 2.037 -5.187 -3.604
H32 3.267 -3.601 -2.162
H33 2.131 -1.652 -1.226

Properties
frontier orbital gap (spin up / spin down): 6.68 / 5.23 eV
net charge: +3
electronic energy: -134159.5254 eV
max |F|: 1.4 eV/A
HOMO level (spin up / spin down): -15.311 / -15.321 eV
spin multiplicity: 4

Entry 5:
The following is a DFT calculation (ωB97M-V/def2-TZVPD) of a structure of composition C38H33N4O2P2SV.

Element x y z (Å)
V1 -0.121 0.866 -1.037
N1 -3.539 3.593 -1.651
C1 -2.363 3.004 -1.442
S1 -2.364 1.367 -0.818
N2 -1.252 3.639 -1.663
N3 -0.156 2.857 -1.420
C2 0.973 3.490 -1.170
C3 1.129 4.917 -0.939
C4 1.932 5.296 0.153
C5 2.108 6.632 0.455
C6 1.529 7.601 -0.357
C7 0.755 7.234 -1.451
C8 0.529 5.900 -1.734
C9 2.161 2.602 -1.201
C10 3.468 3.041 -1.276
C11 4.479 2.103 -1.471
C12 4.155 0.764 -1.591
C13 2.824 0.391 -1.502
N4 1.857 1.291 -1.321
H1 -4.410 3.119 -1.493
H2 -3.560 4.553 -1.960
H3 2.382 4.544 0.789
H4 2.700 6.921 1.312
H5 1.684 8.649 -0.136
H6 0.318 7.996 -2.082
H7 -0.082 5.623 -2.579
H8 3.693 4.096 -1.219
H9 5.509 2.427 -1.545
H10 4.912 0.013 -1.771
H11 2.516 -0.643 -1.583
O1 0.219 0.600 0.791
P1 -0.127 -0.680 1.639
C14 -1.513 -1.521 0.801
P2 -1.285 -1.978 -0.940
O2 -0.364 -0.822 -1.595
C15 -0.368 -3.478 -1.080
C16 0.919 -3.501 -1.616
C17 1.599 -4.705 -1.699
C18 1.000 -5.873 -1.247
C19 -0.287 -5.851 -0.719
C20 -0.980 -4.657 -0.640
C21 -2.847 -2.016 -1.740
C22 -2.889 -1.949 -3.137
C23 -4.106 -2.081 -3.781
C24 -5.264 -2.304 -3.044
C25 -5.220 -2.388 -1.658
C26 -4.012 -2.240 -0.998
C27 1.264 -1.776 1.649
C28 1.095 -3.141 1.900
C29 2.201 -3.970 1.966
C30 3.476 -3.441 1.791
C31 3.648 -2.084 1.557
C32 2.545 -1.247 1.489
C33 -0.650 -0.251 3.257
C34 -1.764 0.585 3.418
C35 -2.177 0.932 4.689
C36 -1.485 0.448 5.797
C37 -0.381 -0.377 5.641
C38 0.045 -0.731 4.371
H12 -2.396 -0.883 0.899
H13 -1.714 -2.440 1.364
H14 1.380 -2.594 -1.983
H15 2.592 -4.737 -2.129
H16 1.531 -6.813 -1.320
H17 -0.754 -6.769 -0.388
H18 -1.996 -4.655 -0.258
H19 -1.988 -1.795 -3.718
H20 -4.153 -2.022 -4.860
H21 -6.210 -2.420 -3.557
H22 -6.125 -2.567 -1.095
H23 -3.992 -2.309 0.083
H24 0.111 -3.569 2.054
H25 2.072 -5.025 2.164
H26 4.339 -4.090 1.856
H27 4.645 -1.676 1.450
H28 2.682 -0.183 1.341
H29 -2.298 0.978 2.559
H30 -3.034 1.577 4.825
H31 -1.812 0.722 6.791
H32 0.149 -0.745 6.509
H33 0.909 -1.373 4.253

Properties
frontier orbital gap (spin up / spin down): 5.55 / 6.54 eV
net charge: +3
electronic energy: -105077.6189 eV
max |F|: 0.8 eV/A
HOMO level (spin up / spin down): -16.130 / -16.153 eV
spin multiplicity: 2

Entry 6:
The following is a DFT calculation (ωB97M-V/def2-TZVPD) of a structure of composition C38H33N5O5PSeYb at a distorted geometry.

Element x y z (Å)
Yb1 0.453 1.217 0.573
C1 7.050 1.479 0.374
C2 5.692 0.913 0.653
C3 5.238 0.697 1.954
C4 3.969 0.233 2.199
C5 3.046 -0.051 1.169
N1 1.749 -0.458 1.436
C6 1.565 -1.219 2.572
C7 2.458 -2.261 2.896
C8 2.258 -3.111 3.957
C9 1.135 -2.988 4.773
C10 0.868 -3.955 5.885
C11 0.256 -1.958 4.498
C12 0.463 -1.069 3.447
N2 -0.469 -0.012 3.344
C13 -1.016 0.642 4.385
C14 -1.981 1.491 3.883
C15 -1.954 1.286 2.506
N3 -1.034 0.366 2.189
C16 3.530 0.144 -0.147
C17 4.815 0.634 -0.377
N4 2.755 -0.124 -1.302
C18 3.247 -0.651 -2.436
C19 2.264 -0.566 -3.400
C20 1.193 0.036 -2.746
N5 1.491 0.285 -1.470
H1 7.774 1.148 1.115
H2 7.012 2.567 0.413
H3 7.399 1.191 -0.614
H4 5.888 0.928 2.787
H5 3.635 0.111 3.218
H6 3.328 -2.388 2.268
H7 2.976 -3.895 4.154
H8 1.799 -4.339 6.295
H9 0.288 -4.798 5.508
H10 0.300 -3.484 6.685
H11 -0.627 -1.833 5.112
H12 -0.686 0.494 5.394
H13 -2.602 2.168 4.434
H14 -2.560 1.746 1.742
H15 5.119 0.832 -1.395
H16 4.245 -1.042 -2.487
H17 2.322 -0.885 -4.422
H18 0.223 0.286 -3.135
O1 -0.457 3.361 0.722
Se1 1.126 3.553 1.132
O2 1.862 2.788 -0.138
O3 1.283 2.421 2.320
O4 1.612 5.012 1.429
O5 -1.503 0.845 -0.456
P1 -2.338 0.429 -1.618
C21 -1.752 -1.192 -2.205
C22 -2.127 -1.714 -3.435
C23 -1.595 -2.915 -3.867
C24 -0.677 -3.588 -3.078
C25 -0.314 -3.077 -1.841
C26 -0.856 -1.885 -1.396
C27 -2.239 1.658 -2.950
C28 -1.253 2.636 -2.838
C29 -1.107 3.577 -3.843
C30 -1.940 3.544 -4.951
C31 -2.938 2.585 -5.051
C32 -3.090 1.642 -4.051
C33 -4.070 0.212 -1.107
C34 -4.417 -0.990 -0.504
C35 -5.710 -1.188 -0.053
C36 -6.652 -0.183 -0.199
C37 -6.301 1.025 -0.781
C38 -5.007 1.229 -1.232
H19 -2.822 -1.170 -4.054
H20 -1.887 -3.319 -4.824
H21 -0.235 -4.508 -3.429
H22 0.402 -3.601 -1.224
H23 -0.567 -1.475 -0.431
H24 -0.608 2.667 -1.961
H25 -0.339 4.333 -3.761
H26 -1.810 4.268 -5.741
H27 -3.593 2.571 -5.910
H28 -3.875 0.900 -4.115
H29 -3.668 -1.764 -0.403
H30 -5.986 -2.131 0.397
H31 -7.665 -0.341 0.141
H32 -7.039 1.805 -0.895
H33 -4.720 2.168 -1.686

Properties
frontier orbital gap (spin up / spin down): 6.81 / 6.81 eV
electronic energy: -163796.4402 eV
max |F|: 3.3 eV/A
HOMO level (spin up / spin down): -6.741 / -6.741 eV
spin multiplicity: 2